Record 1
A 9-piece molecular cluster, C60H55N9O21 overall at a distorted geometry. Source: the Open Molecules 2025 dataset; level of theory: ωB97M-V with the def2-TZVPD basis set.

Properties
HOMO level: -9.08 eV
charge: 0
orbital gap: 7.9 eV
LUMO energy: -0.0441 Ha
calculated total energy: -4391.19307 Ha
SMILES: CC(C)[C@@H](C)COC1=C(ON=O)C(=O)C=CC1=O.O=[N+]([O-])c1ccccc1.O=[N+]([O-])c1ccccc1.O=[N+]([O-])c1ccccc1.O=[N+]([O-])c1ccccc1.O=[N+]([O-])c1ccccc1.O=[N+]([O-])c1ccccc1.O=[N+]([O-])c1ccccc1.O=[N+]([O-])c1ccccc1

The geometry in XYZ format:
```
145
Properties=species:S:1:pos:R:3:forces:R:3:mulliken_charge:R:1
C -5.0966 -2.6274 -0.5667 2.60 0.13 -2.14 0.020
O -2.5811 -1.5066 2.2653 -0.74 2.09 -3.08 -0.137
H -3.6109 6.9536 -3.5030 0.13 -0.06 0.10 0.434
H -0.1945 1.6589 4.2886 0.23 0.01 -0.10 0.618
H -1.5350 3.6574 3.7599 0.13 -0.06 0.01 0.526
C -2.7676 3.4243 -5.9946 0.34 -0.72 -0.04 -0.029
C 2.1417 7.6450 5.1265 -0.10 0.09 0.22 -0.512
O 7.2296 -1.4546 6.8370 0.35 -0.08 -0.36 -0.614
H 9.7509 -6.6934 5.4026 -0.05 0.11 0.00 0.373
C 0.8152 8.1032 7.5379 -0.03 0.04 0.09 -0.357
H -2.2711 -6.4395 -8.8400 0.06 0.11 0.00 0.369
O -4.0446 5.0376 -4.9684 0.09 -0.13 -0.60 -0.609
H -1.6571 3.8005 -7.8149 -0.14 0.04 0.20 0.449
C 1.7598 -3.0389 -1.2381 -0.98 -0.16 0.83 -1.252
C 1.7122 -3.1971 1.4538 -1.03 -0.01 -0.63 -1.140
C -9.4003 -4.5981 -3.1756 0.03 0.11 -0.08 -0.219
C -3.0909 2.4976 -5.0063 -0.05 0.01 0.12 -0.281
H 8.2711 -6.0947 7.2929 0.00 0.12 -0.06 0.372
C -0.6814 -2.9270 -8.7850 -0.34 -0.79 0.00 0.082
N -0.1835 5.8459 7.4446 -0.37 -0.44 0.25 1.011
O 8.2384 -0.9145 5.0029 0.18 -0.39 0.55 -0.604
O 6.7356 -1.6677 1.0037 -0.37 -0.29 0.20 -0.649
O -5.4510 -0.7740 1.1078 2.70 -2.78 -1.84 -0.536
H 1.7692 10.0283 7.5165 -0.05 -0.13 -0.03 0.369
C -1.6732 0.8813 -6.0932 -0.03 0.02 -0.01 -0.522
C -3.0553 6.4024 -2.7535 0.18 0.06 0.29 -0.490
C 1.5452 2.3588 3.2073 -0.48 0.69 -0.17 -0.560
H 6.7652 -0.0147 2.8065 -0.11 -0.23 -0.04 0.543
H 4.3532 -0.3151 6.3283 0.04 -0.04 -0.11 0.470
H 2.6589 7.4715 4.1889 -0.08 -0.03 0.10 0.423
C -1.9093 3.0863 -7.0392 0.04 0.03 -0.06 -0.544
O -0.7563 6.0949 8.4946 0.26 -0.07 -0.47 -0.603
C 0.2414 2.4504 3.6893 -0.06 -0.13 0.06 -0.398
H -3.4393 3.8153 -0.5882 0.10 0.08 -0.03 0.484
H -1.2747 7.5682 -3.0068 0.10 -0.14 0.18 0.460
H -1.2376 -0.1126 -6.1271 -0.02 0.13 0.00 0.533
C 4.6527 -0.7065 5.3610 0.10 0.01 -0.08 -0.360
H 3.9940 -3.2930 3.2747 0.21 0.18 -0.07 0.546
H 10.3600 -4.9928 3.7121 -0.09 0.08 0.07 0.374
N 5.8560 -2.2602 1.6112 0.14 -0.08 -0.29 1.088
C 2.3623 0.1259 -0.7391 -0.75 -0.28 0.04 -1.234
O 0.8423 7.3315 -1.7554 -0.22 -0.47 0.33 -0.606
O -0.8309 -1.9439 0.1315 -1.71 0.64 -1.59 0.069
O 3.4833 1.1206 3.0708 -0.68 0.06 0.01 -0.376
C 2.3039 8.8534 5.7972 -0.02 -0.02 0.01 -0.414
N 0.3405 6.3811 -1.1774 0.35 0.18 -0.14 0.984
H 2.9517 9.6193 5.3819 -0.08 -0.08 0.04 0.375
H -2.7813 0.4964 -4.2905 0.03 0.08 -0.07 0.506
C 4.4551 -2.3829 3.6417 -0.10 -0.14 0.10 -0.084
H 3.2296 -0.4883 -1.1681 -1.18 1.00 0.80 0.362
C 9.7136 -4.7249 4.5409 -0.15 0.01 0.21 -0.613
O -3.0325 5.5651 -6.8062 -0.16 -0.31 0.44 -0.620
H -1.1442 -5.6277 -6.7925 0.03 0.11 -0.08 0.381
C -1.0399 6.0253 -1.5024 -0.82 -0.24 -0.17 -0.004
H 0.9611 -3.8419 -1.0271 1.15 1.18 -0.43 0.253
H -11.2602 -4.4611 -4.2422 0.11 -0.03 0.08 0.367
C -1.3063 -3.3802 -9.9445 -0.03 0.04 -0.11 -0.335
H 1.7487 5.3060 1.5515 0.01 -0.19 0.18 0.637
C -1.1866 -4.9965 -7.6736 -0.04 0.11 -0.23 -0.493
C 0.6653 6.8916 6.8665 0.50 0.60 -0.32 -0.148
C -0.1186 -0.7022 -0.1228 0.52 2.01 0.46 -0.580
C 6.0105 -0.5428 3.3778 -0.04 0.06 -0.09 -0.057
H 2.7396 1.0107 -0.1304 -0.33 -1.09 -1.04 0.170
C -2.8494 -1.9934 -1.6318 0.68 0.28 -1.86 0.110
H 1.3302 -2.5584 2.3343 0.94 -0.94 -1.23 0.158
C 9.2329 -3.4252 4.6546 0.04 0.06 -0.08 -0.181
C -1.3608 1.8086 -7.0836 -0.14 0.03 0.17 -0.283
H -1.3596 -2.7623 -10.8338 0.10 0.07 0.23 0.434
C -1.6423 4.9663 -0.8262 0.13 -0.05 0.11 -0.162
C -3.6637 5.3517 -2.0730 -0.01 0.04 0.05 -0.426
H -6.0653 -3.2080 -0.5086 1.35 1.28 0.23 0.159
H -1.1029 4.3975 -0.0767 0.09 0.18 -0.14 0.549
C -2.5394 1.2233 -5.0589 0.04 0.10 -0.14 -0.533
C 1.3319 4.5062 2.1496 0.06 -0.13 0.32 -0.908
O -2.1015 -3.4019 2.9936 -1.98 1.17 0.64 -0.190
O -6.8636 -3.9051 -2.4572 -0.36 -0.60 0.09 -0.572
C -9.2823 -6.3299 -1.4836 0.04 -0.07 0.10 -0.303
C 8.0556 -4.0466 6.6796 -0.06 -0.01 0.10 -0.336
O -0.2676 4.7827 6.8473 0.06 0.51 0.20 -0.590
H 0.3039 8.2949 8.4744 -0.01 -0.22 -0.14 0.435
H 2.6016 -3.8546 1.7378 -1.24 1.02 -0.34 0.244
C -10.7037 -4.9816 -3.4704 0.09 -0.15 0.19 -0.520
H -0.2812 -0.2804 -1.1819 0.18 -1.10 1.37 0.210
C -3.0857 -1.6228 0.9365 0.57 -0.76 -2.81 0.362
C 1.4380 -0.8030 0.2364 0.78 -0.15 -0.48 1.397
N -0.1001 -1.5834 -8.7554 0.23 0.47 -0.04 1.057
C 5.6166 -0.0397 4.6132 -0.31 -0.26 -0.05 -0.646
H 7.4119 -3.7962 7.5153 0.08 0.17 -0.19 0.444
H -2.3671 -5.0105 -10.8575 0.07 0.09 0.08 0.364
C -0.5175 3.5771 3.3928 0.16 0.03 -0.12 -0.805
O -6.7410 -5.4841 -0.9834 -0.20 0.34 -0.38 -0.577
O 5.3106 -3.2814 1.2149 0.23 0.38 0.10 -0.625
H 1.5880 -0.3645 1.2848 -0.29 -1.00 -1.33 -0.555
C -10.5870 -6.7046 -1.7833 0.07 0.19 -0.15 -0.467
O -2.3093 -1.5224 -2.6651 -1.69 -1.73 3.67 -0.487
C -1.7377 6.7471 -2.4710 -0.03 0.02 -0.01 -0.411
N 2.3379 1.1622 3.4958 0.28 -0.37 0.12 1.186
H 0.8273 -3.8861 1.1883 1.33 0.95 0.44 0.362
C -4.6500 -1.5602 0.5545 -1.28 0.59 1.30 0.085
O -0.2075 -0.8938 -9.7576 0.03 -0.28 0.44 -0.604
C 2.0543 -2.2783 0.1649 0.86 -0.47 0.37 0.512
N -2.9721 -2.5893 3.0406 1.82 -3.11 0.39 0.056
C 1.6403 9.0839 6.9985 -0.01 -0.21 -0.15 -0.441
C -4.2220 -2.8354 -1.6741 -0.80 1.26 3.04 -0.252
H 3.1159 3.3233 2.0693 -0.12 -0.17 0.13 0.546
C -2.9597 4.6344 -1.1138 0.01 0.16 -0.13 -0.664
H 2.6824 -3.5818 -1.6222 -1.17 0.93 0.35 0.326
C -2.2100 -1.8387 -0.1625 -0.97 0.38 2.76 0.256
H -3.7608 2.7530 -4.1928 0.09 0.15 -0.18 0.460
C 8.4104 -3.0928 5.7287 0.23 -0.80 -0.13 0.124
H -0.5733 5.4736 2.3842 0.08 -0.07 0.02 0.669
O 1.8067 0.2690 4.1389 0.17 0.36 -0.30 -0.590
H 3.2013 -2.1481 0.1922 -1.79 0.04 0.08 0.160
O 0.9100 5.6941 -0.3398 -0.15 0.44 -0.55 -0.624
H -0.6857 1.5358 -7.8881 -0.07 0.04 0.08 0.396
C 2.1000 3.3848 2.4431 0.04 -0.01 0.00 0.101
C 1.3207 6.6577 5.6600 0.01 -0.13 -0.07 0.028
N 7.9223 -1.7194 5.8659 -0.09 0.47 0.06 1.119
H 1.2059 5.7191 5.1283 -0.11 0.04 0.21 0.434
C -8.6986 -5.2730 -2.1791 -0.79 -0.21 -0.17 0.136
C -1.8754 -4.6488 -9.9609 0.10 0.05 0.24 -0.442
C 5.4297 -1.7149 2.9011 -0.17 0.39 0.68 -0.544
H 1.7553 0.4889 -1.6331 0.80 -0.25 1.16 0.329
C 9.3692 -5.6810 5.4916 -0.01 0.03 0.00 -0.354
C -0.6123 -3.7305 -7.6489 0.03 0.03 0.11 -0.300
H -4.4576 -3.5489 -2.5300 0.44 1.34 1.28 0.399
H -0.1225 -3.3866 -6.7448 -0.03 0.13 -0.21 0.478
H -8.7403 -6.8634 -0.7109 0.08 0.20 -0.13 0.425
H 3.3179 -2.3891 5.4632 0.05 0.05 -0.12 0.516
C 4.0706 -1.8742 4.8760 0.23 0.08 -0.15 -0.566
N -7.3340 -4.8585 -1.8498 0.22 -0.06 -0.03 0.947
H -8.9508 -3.7779 -3.7242 0.10 -0.13 0.19 0.409
C -1.8190 -5.4526 -8.8262 0.01 0.03 0.00 -0.386
O 0.4565 -1.2265 -7.7273 -0.25 -0.13 -0.40 -0.595
H 1.2933 -2.3275 -2.0111 1.00 -1.04 0.98 0.206
N -3.3253 4.7752 -5.9215 -0.08 0.35 -0.10 1.065
H -12.3169 -6.3215 -2.9998 0.12 0.03 0.02 0.371
H -0.5653 0.0855 0.5974 0.54 -1.09 -1.10 0.188
C 0.0255 4.5989 2.6209 0.02 -0.04 0.03 -0.477
C 8.5387 -5.3447 6.5564 0.10 0.15 -0.20 -0.523
H -11.0534 -7.5216 -1.2435 0.10 0.09 -0.04 0.369
C -11.2963 -6.0297 -2.7724 0.04 0.01 0.00 -0.392
H 9.5083 -2.6893 3.9074 -0.15 0.04 0.20 0.436
H 6.0642 0.8708 4.9952 0.00 -0.14 -0.08 0.239
H -4.6942 5.0914 -2.2932 0.13 0.04 -0.02 0.411
```
Positions in Å, forces in eV/Å.



Record 2
C36H36N10P2PrS4 as an isolated structure. Source: the Open Molecules 2025 dataset; level of theory: ωB97M-V with the def2-TZVPD basis set.

Properties
HOMO level (spin up / spin down): -9.39 / -9.39 eV
charge: +1
expectation value of S²: 2.0017
orbital gap (spin up / spin down): 7.4 / 7.4 eV
LUMO energy (spin up / spin down): -0.0725 / -0.0723 Ha
calculated total energy: -4733.58123 Ha
multiplicity: 3
energy above the lowest of the compared OMol25 structures with the same formula, charge and spin: 0.0 kJ/mol

The geometry in XYZ format:
```
89
Properties=species:S:1:pos:R:3:forces:R:3:mulliken_charge:R:1
C -0.7598 1.4545 -5.5162 -0.03 0.01 0.01 -0.443
C 2.4542 2.5029 -0.2950 -0.08 -0.02 -0.09 -1.473
C -3.2342 1.1733 1.3179 -0.07 -0.05 -0.10 -0.128
N -4.3644 1.8284 0.9434 -0.22 0.15 0.06 0.133
C -2.6004 -0.9094 3.0060 0.10 -0.05 -0.03 0.049
C 2.8796 -3.5687 2.7352 0.10 -0.10 0.05 0.866
H -0.2426 2.3265 -5.1323 -0.02 -0.04 0.01 0.314
C -2.9754 -3.0170 3.5000 -0.14 0.15 0.11 -0.864
C 2.5070 -1.3161 3.4885 0.05 0.05 0.09 -0.130
H -1.9091 3.4925 4.7334 -0.02 0.02 -0.04 0.326
N -3.3378 -1.7289 3.7993 -0.17 -0.08 0.21 0.132
C -2.1089 -0.7594 -6.5076 0.05 0.01 0.07 -0.662
H 3.7908 -0.6656 5.0658 0.01 -0.02 0.00 0.436
C -0.6820 0.2354 -4.8396 -0.14 0.09 -0.17 0.711
C -3.3713 1.0207 -0.8287 0.15 -0.04 0.12 -0.759
C -2.1852 0.4541 -7.1716 0.01 0.02 -0.01 -0.461
H -1.2901 -1.8167 -4.8194 0.00 0.01 0.00 0.354
N 1.1792 -2.3530 1.6557 0.06 0.18 0.38 0.711
H 5.4817 1.6842 -5.0138 0.00 -0.01 0.00 0.407
C 4.4994 1.3820 -4.6732 -0.04 -0.06 0.00 -0.545
H -2.7701 0.5397 -8.0784 0.01 0.00 0.00 0.391
H -3.0745 0.7629 -1.8298 0.01 -0.01 0.01 0.588
H 3.1347 2.9933 0.4053 0.00 -0.02 0.00 0.453
H -1.6149 2.0225 5.6850 -0.01 -0.02 0.01 0.328
H 4.7108 1.4170 -1.4054 -0.02 -0.03 0.02 0.259
H 4.4496 -4.6810 3.7113 -0.02 0.03 -0.01 0.410
C 2.9973 -1.0802 -0.5690 -0.18 0.02 0.09 -0.263
H 2.6940 -2.1057 -0.4469 -0.03 0.01 -0.02 0.312
C 0.8561 2.3432 3.6161 -0.17 0.03 0.11 -1.044
P 0.2790 0.1317 -3.3089 0.06 -0.17 0.08 1.321
N 2.1697 -0.0162 -0.2195 0.27 -0.07 0.11 1.090
C 3.9159 -3.7407 3.6478 -0.01 0.02 -0.01 -0.503
C 2.2988 1.9540 -3.8926 0.05 0.06 -0.02 -0.571
H 1.4434 2.5578 0.0917 -0.04 0.02 -0.06 0.105
C -1.1527 2.7874 5.0673 0.18 -0.10 -0.14 -0.841
Pr -0.3234 -0.7803 0.1258 0.10 -0.15 -0.11 0.268
S -0.3990 1.4763 -1.9909 -0.04 0.02 0.18 -0.477
H -4.2432 -1.9668 5.6657 0.00 -0.02 0.01 0.364
C 4.1690 0.0337 -4.6050 -0.05 0.06 0.02 -0.681
H -3.6303 -3.5476 -1.9678 -0.02 0.02 -0.02 0.233
C -4.3716 -1.3668 4.7685 0.20 -0.05 -0.11 -0.956
H 5.0504 -2.7900 5.1914 -0.02 0.00 -0.01 0.391
N -2.6120 0.6794 0.2631 0.02 -0.08 -0.21 0.807
H -5.4520 3.5419 1.4467 -0.02 0.02 0.00 0.353
C -2.4303 -2.0960 -0.9300 -0.21 -0.14 -0.15 -0.009
C -5.3434 2.5142 1.7843 0.19 -0.06 -0.10 -0.942
H -5.0015 2.5168 2.8146 0.02 -0.02 0.01 0.339
C 4.1561 -0.6157 -1.0819 0.02 0.19 -0.02 -1.072
C 2.1817 -2.3640 2.6339 -0.27 0.09 -0.30 -1.048
C 1.0720 1.6243 2.4814 -0.10 -0.11 -0.04 -1.239
S -0.0861 -3.8542 -0.1535 0.12 0.25 0.15 -0.286
H -4.2751 -0.3187 5.0337 0.02 0.03 -0.02 0.359
N -3.1309 -2.8319 -1.4830 -0.08 0.01 0.05 -0.114
H -3.4162 -3.8638 3.9989 0.01 0.04 -0.01 0.486
H -2.6285 -1.6254 -6.8980 0.01 0.01 0.01 0.404
N -0.0959 1.0218 2.0875 0.24 -0.02 -0.06 1.143
H 2.4755 3.0504 -1.2357 0.02 0.02 -0.07 0.310
H -5.3616 -1.5424 4.3535 -0.02 -0.02 -0.03 0.310
H -0.4093 3.3148 5.6568 0.00 0.02 0.02 0.324
N -1.7889 -1.6126 2.2310 -0.23 -0.23 -0.11 0.782
H 2.6545 -1.4087 -4.1036 -0.02 0.05 -0.03 0.411
C -4.4536 1.7358 -0.4211 -0.08 0.01 0.16 -0.922
H 3.8080 3.3971 -4.3831 0.00 -0.01 0.00 0.432
H 1.5139 2.9390 4.2256 -0.02 -0.01 -0.02 0.459
S 0.2364 -1.7384 -2.5895 0.18 0.11 -0.13 -0.583
C -2.0250 -2.9335 2.5320 0.24 0.19 -0.05 -0.685
C 4.2463 -2.6817 4.4754 -0.08 0.02 -0.04 -0.546
C 1.9611 0.6037 -3.8183 0.15 0.01 -0.05 0.862
C 3.5358 -1.4799 4.3990 0.02 -0.07 -0.02 -0.759
H 5.0223 -1.1173 -1.4756 -0.03 0.03 0.01 0.409
H 1.9475 -0.3945 3.4513 -0.01 0.00 -0.02 0.499
S 2.2229 -4.7060 1.6017 0.09 -0.27 -0.04 -0.318
H -6.3046 2.0089 1.7273 -0.03 -0.02 -0.01 0.332
N 4.0457 0.7574 -1.0356 0.21 -0.01 -0.05 0.204
H 1.5663 2.7009 -3.6100 0.02 0.01 0.04 0.531
H -5.2624 2.1868 -0.9706 0.02 -0.01 0.02 0.483
H -1.4945 -3.7292 2.0361 0.00 0.03 -0.03 0.506
H 1.9937 1.4744 1.9482 -0.06 -0.03 0.07 0.928
H -1.5620 2.5118 -7.1955 0.00 -0.02 0.01 0.405
N -0.4683 2.1770 3.9250 -0.03 0.14 0.17 0.229
C 1.0671 -3.5209 1.0627 -0.02 0.06 -0.04 0.109
C 2.8488 1.0838 -0.5119 -0.04 -0.15 -0.09 0.155
C 3.5611 2.3447 -4.3184 -0.05 -0.08 0.02 -0.892
C -1.5074 1.5635 -6.6762 0.01 -0.05 0.03 -0.755
C 2.9035 -0.3560 -4.1801 0.02 -0.01 0.06 -0.653
C -1.0117 1.3704 2.9787 0.13 0.06 -0.02 -0.264
P -2.7580 0.8957 3.0388 -0.19 0.08 0.21 -0.701
H 4.8981 -0.7172 -4.8846 -0.03 0.01 0.01 0.478
C -1.3590 -0.8702 -5.3402 0.00 0.01 -0.07 -0.411
```
Positions in Å, forces in eV/Å.



Record 3
C2H18Ni2O15 as an isolated structure at a distorted geometry. Source: the Open Molecules 2025 dataset; level of theory: ωB97M-V with the def2-TZVPD basis set.

Properties
HOMO level (spin up / spin down): -1.31 / -3.83 eV
charge: -1
expectation value of S²: 8.7591
orbital gap (spin up / spin down): 3.2 / 5.5 eV
LUMO energy (spin up / spin down): 0.0713 / 0.0631 Ha
calculated total energy: -4232.26398 Ha
multiplicity: 6

The geometry in XYZ format:
```
37
Properties=species:S:1:pos:R:3:forces:R:3:mulliken_charge:R:1
O -20.9105 8.1291 13.1005 -0.04 -5.26 -0.97 -0.952
H -22.4347 11.8612 13.8978 -0.33 -0.61 -0.55 0.406
H -25.1288 9.4051 13.0901 0.05 -0.05 -0.16 0.299
O -17.1394 9.5547 14.0477 -0.62 -8.89 -2.00 -0.597
O -21.8702 12.6031 14.1151 -0.05 0.38 -0.14 -0.306
H -19.0627 6.6171 15.1949 -0.07 -0.33 -0.03 0.305
H -23.1587 11.5420 11.2226 0.20 0.17 -0.19 0.325
O -22.5061 6.0093 14.2456 -0.30 -0.59 0.58 -0.720
O -22.2008 7.1939 10.8450 -0.45 -0.39 -0.77 -0.662
H -21.7015 7.6534 10.1700 0.06 0.06 -0.16 0.278
H -22.0975 5.4368 13.5963 0.04 -0.02 -0.23 0.296
C -16.8933 10.6994 14.4002 1.49 4.05 -1.25 0.330
H -17.7873 9.2938 10.8004 0.61 0.11 0.33 0.257
H -22.3632 9.5707 15.7947 -0.25 -0.03 -0.91 0.222
O -22.1148 9.6373 16.7167 0.31 -0.16 0.48 -0.744
O -20.3270 10.0245 13.5570 3.57 2.73 1.06 -0.434
H -22.9249 9.4649 17.1965 -0.13 -0.04 0.19 0.302
O -22.4066 9.6240 13.7674 -4.40 0.18 1.62 -0.540
O -19.0860 7.5717 15.2609 0.40 -0.26 -0.30 -0.473
Ni -19.8304 12.0231 13.9799 1.49 -1.05 0.14 0.961
H -21.7630 7.4227 11.6649 0.30 0.32 0.84 0.361
H -20.6235 10.6955 16.1563 -0.36 -0.35 0.00 0.322
H -22.1212 6.8703 14.0824 0.27 0.49 -0.38 0.329
O -25.1243 9.5313 14.0389 -0.84 0.06 0.41 -0.685
H -19.5604 7.7446 16.0741 -0.25 0.49 0.13 0.273
Ni -18.8516 8.5379 13.3495 0.72 3.03 1.48 0.486
O -18.5050 9.0716 11.3935 -0.26 -0.48 -0.32 -0.386
O -20.2157 11.5374 15.9535 0.01 0.26 0.53 -0.196
C -21.2980 9.2204 13.5464 1.96 1.75 -1.60 0.741
H -19.2851 9.4319 10.9717 -0.52 0.28 0.10 0.265
H -23.3444 10.5967 12.3905 0.26 -0.49 0.26 0.189
H -19.9569 11.8900 16.8049 0.39 0.30 -0.05 0.234
O -17.9321 11.3957 14.4029 -4.08 4.25 1.05 -0.747
O -23.5187 11.4946 12.1083 -0.57 0.33 -0.30 -0.573
O -15.7646 11.2035 14.4943 0.90 -0.51 0.90 -0.774
H -24.2079 9.7051 14.2536 0.40 -0.17 -0.18 0.385
H -22.4000 13.1444 14.7003 0.07 0.44 0.39 0.224
```
Positions in Å, forces in eV/Å.



- Which of these has the lowest calculated total energy?
  C36H36N10P2PrS4



- The lowest charge belongs to which entry?
  C2H18Ni2O15